[1]
This record from the OMol25 dataset describes a structure of composition C13H8Cl5FIIrN2O2. The level of theory is the ωB97M-V functional and the def2-TZVPD basis.

XYZ file:
```
33
Properties=species:S:1:pos:R:3:lowdin_charge:R:1
Ir 1.22 0.42 0.14 1.36
N 2.58 -0.05 1.66 -0.09
C 2.51 1.01 2.70 -0.14
C 1.30 1.97 2.53 -0.70
O 1.07 2.75 3.42 0.07
O 0.64 1.90 1.41 -0.21
H 2.47 -0.98 2.06 0.10
H 3.48 -0.05 1.18 0.10
H 3.42 1.61 2.67 0.13
H 2.44 0.57 3.69 0.11
Cl -0.29 -0.58 3.03 0.78
C -0.57 -1.53 1.61 -0.65
C 0.03 -1.17 0.39 -0.33
C -0.30 -2.00 -0.69 -0.66
Cl 0.36 -1.69 -2.25 0.75
C -1.18 -3.08 -0.58 -0.71
Cl -1.60 -4.02 -1.96 0.69
C -1.74 -3.40 0.65 -0.72
Cl -2.82 -4.72 0.80 0.69
C -1.42 -2.62 1.75 -0.71
Cl -2.11 -3.00 3.29 0.69
F 2.57 -0.33 -1.17 -0.59
I -4.24 2.03 -1.55 0.92
C -2.22 1.81 -2.01 -0.70
C -1.72 2.19 -3.24 -0.11
C -0.36 2.01 -3.49 -0.03
C 0.43 1.46 -2.50 -0.14
N -0.07 1.11 -1.31 -0.14
C -1.36 1.28 -1.06 -0.18
H -2.37 2.61 -4.00 0.10
H 0.07 2.28 -4.44 0.12
H 1.48 1.24 -2.65 0.11
H -1.71 0.99 -0.08 0.11
```

Properties
electronic energy	-96956.132	eV
relative energy (zero: lowest compared OMol25 entry of this formula, charge and spin)	0.406	eV
maximum force	0.0122	Eh/bohr
frontier orbital gap	8.014	eV

***

[2]
This record from the OMol25 dataset describes a structure of composition C13H8ClN5O4 in a non-equilibrium geometry. The level of theory is the ωB97M-V functional and the def2-TZVPD basis.

XYZ file:
```
31
Properties=species:S:1:pos:R:3:lowdin_charge:R:1
N -4.40 -1.06 2.04 0.14
C -3.28 -0.70 2.10 -0.24
C -1.95 -0.17 2.11 -0.19
C -0.90 -1.33 2.14 -0.17
C 0.30 -0.62 2.52 -0.06
N 1.57 -1.14 2.55 -0.15
O 1.95 -2.35 2.29 0.03
O 2.47 -0.17 2.72 0.07
N 1.85 1.06 2.91 0.20
C 0.56 0.76 2.84 -0.15
C -0.50 1.76 2.82 -0.10
N -0.39 3.21 2.94 -0.34
O 0.71 3.75 3.15 0.05
O -1.44 3.88 2.83 0.02
C -1.75 1.18 2.49 0.04
H -1.50 -1.96 3.01 0.20
H -2.64 1.83 2.50 0.14
Cl -0.62 -3.00 -4.25 0.73
C -0.60 -2.89 -2.57 -0.69
C -1.02 -3.99 -1.81 -0.09
C -1.04 -3.90 -0.44 -0.02
C -0.61 -2.73 0.15 -0.21
N -0.42 -2.67 1.59 0.09
C -0.24 -1.55 -0.57 0.04
C -0.21 -1.70 -1.97 -0.07
H -1.38 -4.89 -2.28 0.11
H -1.33 -4.76 0.22 0.14
H 0.71 -2.49 1.91 0.08
H -0.69 -3.57 1.99 0.18
H 0.07 -0.66 -0.06 0.12
H 0.08 -0.85 -2.54 0.11
```

Properties
electronic energy	-41761.707	eV
relative energy (zero: lowest compared OMol25 entry of this formula, charge and spin)	3.642	eV
maximum force	0.1403	Eh/bohr
frontier orbital gap	6.572	eV

***

[3]
This record from the OMol25 dataset describes a structure of composition C13H8F5MoN2OS2Se. The level of theory is the ωB97M-V functional and the def2-TZVPD basis.

XYZ file:
```
33
Properties=species:S:1:pos:R:3:lowdin_charge:R:1
Mo -0.23 -1.79 0.14 0.62
S 1.18 -0.28 -0.57 0.68
C 1.30 0.97 0.69 -0.63
C 2.17 2.03 0.55 -0.09
C 2.20 3.01 1.54 -0.06
C 1.36 2.92 2.64 -0.06
C 0.48 1.85 2.77 -0.09
C 0.46 0.88 1.78 -0.63
S -0.66 -0.50 1.87 0.64
H 2.82 2.10 -0.31 0.11
H 2.88 3.85 1.44 0.11
H 1.39 3.69 3.40 0.11
H -0.18 1.78 3.62 0.11
N 1.14 -5.35 1.83 0.23
C 0.87 -4.06 1.91 -0.56
N 0.87 -3.42 3.07 0.22
O 0.62 -3.43 0.82 -0.21
H 1.37 -5.91 2.64 0.14
H 1.13 -5.79 0.92 0.14
H 1.09 -3.88 3.94 0.14
H 0.68 -2.43 3.08 0.07
F -1.81 3.47 -4.63 0.16
C -1.86 2.36 -3.92 -0.13
C -1.73 2.41 -2.54 -0.14
F -1.57 3.58 -1.94 0.14
C -1.79 1.25 -1.80 -0.26
F -1.68 1.36 -0.47 0.06
C -1.95 0.01 -2.40 -0.48
Se -2.05 -1.66 -1.49 0.77
C -2.08 -0.02 -3.78 -0.26
F -2.24 -1.18 -4.41 0.09
C -2.04 1.13 -4.54 -0.14
F -2.16 1.07 -5.86 0.15
```

Properties
charge	+1
electronic energy	-121093.205	eV
maximum force	0.0124	Eh/bohr
frontier orbital gap	6.878	eV

***

[4]
This record from the OMol25 dataset describes a structure of composition C13H9BrCl5CoN2O2. The level of theory is the ωB97M-V functional and the def2-TZVPD basis.

XYZ file:
```
33
Properties=species:S:1:pos:R:3:mulliken_spin:R:1
Co 0.31 0.08 0.03 2.86
Cl 0.30 0.91 2.62 0.03
C 0.29 2.34 1.62 -0.05
C 0.26 2.13 0.28 0.22
C 0.26 3.30 -0.52 0.20
Cl 0.22 3.11 -2.19 0.14
C 0.29 4.63 0.03 0.08
Cl 0.30 5.97 -0.99 0.03
C 0.32 4.78 1.40 0.01
Cl 0.36 6.32 2.10 0.01
C 0.32 3.63 2.24 0.22
Cl 0.34 3.78 3.89 0.13
N 3.21 -3.78 0.19 0.00
C 3.37 -2.48 -0.53 0.00
C 2.12 -1.65 -0.25 -0.01
O 2.03 -0.53 -0.81 0.05
O 1.28 -2.09 0.55 0.02
H 4.03 -4.04 0.74 0.00
H 3.01 -4.56 -0.44 0.00
H 2.40 -3.66 0.82 0.00
H 3.50 -2.66 -1.59 0.00
H 4.25 -1.96 -0.15 0.00
Br -4.79 0.73 -2.35 0.00
C -3.63 -0.41 -1.42 0.00
C -4.01 -1.69 -1.06 0.00
C -3.11 -2.48 -0.37 0.01
C -1.86 -1.98 -0.07 0.00
N -1.49 -0.74 -0.42 0.05
C -2.37 0.04 -1.08 0.01
H -5.00 -2.06 -1.31 0.00
H -3.37 -3.49 -0.07 0.00
H -1.12 -2.56 0.46 0.00
H -2.04 1.03 -1.35 -0.01
```

Properties
expectation value of S²	6.0258
spin multiplicity	5
charge	+2
electronic energy	-190968.066	eV
relative energy (zero: lowest compared OMol25 entry of this formula, charge and spin)	0.020	eV
maximum force	0.0037	Eh/bohr
frontier orbital gap (spin up / spin down)	8.590 / 5.001	eV

***

[5]
This record from the OMol25 dataset describes a structure of composition C13H9ClFN3S in a non-equilibrium geometry. The level of theory is the ωB97M-V functional and the def2-TZVPD basis.

XYZ file:
```
28
Properties=species:S:1:pos:R:3:lowdin_charge:R:1
F 5.05 -0.58 -1.50 0.03
C 3.96 -0.59 -0.69 -0.17
C 3.58 -1.86 -0.03 -0.08
C 2.70 -1.81 0.85 -0.87
C 2.09 -0.61 0.99 -0.26
C 2.51 0.59 0.57 -0.03
C 3.58 0.69 -0.29 0.05
H 3.71 1.35 -0.96 0.05
H 1.90 1.33 0.74 0.05
C 0.92 -0.62 2.16 -0.28
H 1.10 -1.51 3.16 0.17
H 0.78 0.17 2.57 -0.07
S -0.58 -1.17 1.23 1.07
C -1.15 0.20 0.74 -0.90
N -0.52 1.34 0.67 0.01
N -1.12 2.37 0.14 0.10
C -2.18 1.84 -0.58 -0.16
C -3.17 2.20 -1.34 0.03
C -4.30 1.15 -1.83 0.01
C -4.07 -0.11 -1.30 -0.20
C -3.07 -0.64 -0.66 -0.01
N -2.10 0.31 0.04 0.04
H -3.03 -1.64 -0.14 0.12
H -4.78 -0.79 -1.60 0.08
H -5.03 1.27 -2.58 0.07
H -3.33 3.17 -1.67 0.08
Cl 2.37 -3.19 1.55 0.89
H 4.20 -2.87 -0.22 0.17
```

Properties
electronic energy	-44161.669	eV
maximum force	0.3458	Eh/bohr
frontier orbital gap	7.089	eV

***

[6]
This record from the OMol25 dataset describes a structure of composition C13H9F3N3PtS7 in a non-equilibrium geometry. The level of theory is the ωB97M-V functional and the def2-TZVPD basis.

XYZ file:
```
36
Properties=species:S:1:pos:R:3:lowdin_charge:R:1
Pt 0.09 0.39 -0.41 0.39
S 4.60 6.04 -0.50 0.46
C 3.58 4.77 -0.62 -1.53
S 1.85 4.94 -0.66 0.86
C 1.44 3.23 -0.74 -1.20
C 2.51 2.37 -0.76 -1.17
S 2.41 0.67 -0.84 0.51
S 4.10 3.11 -0.72 0.86
S -0.21 2.82 -0.79 0.48
F -4.54 -0.97 3.59 0.11
C -3.83 0.14 3.26 -0.60
F -4.64 1.17 3.61 0.11
F -2.81 0.18 4.11 0.11
C -3.52 0.18 1.80 -0.13
C -4.61 0.31 0.95 -0.01
C -4.42 0.37 -0.43 -0.06
C -3.12 0.31 -0.90 -0.14
N -2.08 0.17 -0.10 -0.17
C -2.22 0.09 1.24 -0.73
S -0.76 -0.11 2.08 0.59
H -5.60 0.35 1.37 0.12
H -5.26 0.46 -1.10 0.10
H -2.89 0.36 -1.96 0.12
C 2.45 -2.51 -2.72 -0.07
N 2.39 -2.57 -1.28 -0.15
C 3.43 -2.63 -0.39 -0.09
C 2.93 -2.42 0.85 -0.09
N 1.58 -2.24 0.71 0.05
C 1.25 -2.30 -0.60 -0.89
S -0.27 -2.19 -1.30 0.61
H 3.49 -2.42 -3.04 0.09
H 1.89 -1.63 -3.04 0.07
H 1.99 -3.39 -3.17 0.09
H 4.44 -2.83 -0.71 0.11
H 3.42 -2.36 1.80 0.11
H 0.93 -1.88 1.41 0.06
```

Properties
charge	-1
electronic energy	-105347.399	eV
relative energy (zero: lowest compared OMol25 entry of this formula, charge and spin)	1.385	eV
maximum force	0.0458	Eh/bohr
frontier orbital gap	5.835	eV